No. 1
ORCA calculation (the ωB97M-V functional and the def2-TZVPD basis) on 3 unconnected molecules or ions with the total composition C30H49BBrI2N3O6P.

Charge: +1
Strongest force on any atom (eV Å⁻¹): 4.942
LUMO (eV): -3.6265
2S+1: 1
DFT total energy (eV): -144864.3392

Positions of all 93 atoms, in Å:
C: -7.198 0.109 2.083
C: -6.674 -0.257 0.638
O: -5.255 -0.093 0.465
P: -4.377 -1.405 1.011
O: -4.989 -2.697 0.481
C: -2.660 -1.323 0.225
C: -1.609 -0.880 1.304
C: -0.171 -0.530 0.721
N: 0.564 -0.261 1.999
C: 1.283 0.818 2.127
C: 2.009 1.193 3.442
B: 0.909 2.067 4.288
O: 1.349 3.121 5.121
O: -0.491 1.804 4.161
C: 1.199 1.548 0.758
C: 2.534 1.903 -0.002
I: 3.257 3.863 0.694
C: 3.648 0.791 -0.001
C: 4.453 0.622 1.338
I: 5.132 1.428 -1.502
C: -0.020 0.873 -0.016
Br: -1.505 2.174 0.394
O: -0.050 0.909 -1.410
C: 0.862 -0.006 -2.043
C: 1.649 0.677 -3.252
C: 1.785 -0.292 -4.495
C: 1.098 2.105 -3.615
C: -0.294 1.914 -4.370
C: 2.079 2.913 -4.579
O: -4.302 -1.572 2.677
C: -4.179 -0.318 3.389
C: -5.019 -0.269 4.732
H: -6.611 0.995 2.440
H: -8.275 0.385 2.061
H: -6.972 -0.737 2.777
H: -7.179 0.463 -0.061
H: -7.062 -1.267 0.376
H: -2.703 -0.676 -0.687
H: -2.412 -2.377 -0.066
H: -1.921 -0.047 1.973
H: -1.438 -1.771 1.976
H: 0.148 -1.420 0.132
H: 0.460 -0.937 2.762
H: 2.271 0.283 4.036
H: 2.873 1.853 3.206
H: 1.375 3.952 4.627
H: -0.923 2.547 3.713
H: 0.813 2.559 1.068
H: 2.257 2.084 -1.076
H: 3.268 -0.223 -0.280
H: 3.950 -0.075 2.066
H: 5.412 0.102 1.069
H: 4.751 1.573 1.834
H: 1.565 -0.538 -1.358
H: 0.238 -0.813 -2.529
H: 2.698 0.824 -2.871
H: 2.614 -1.021 -4.306
H: 0.795 -0.785 -4.642
H: 2.048 0.249 -5.437
H: 0.984 2.768 -2.712
H: -0.099 2.030 -5.460
H: -1.079 2.597 -3.973
H: -0.641 0.869 -4.182
H: 2.818 3.446 -3.919
H: 1.474 3.731 -5.056
H: 2.585 2.262 -5.325
H: -3.099 -0.234 3.704
H: -4.458 0.588 2.797
H: -4.331 0.094 5.543
H: -5.808 0.523 4.642
H: -5.436 -1.253 5.040
N: 4.758 1.011 -5.941
C: 5.841 1.779 -5.764
C: 6.963 1.728 -6.575
C: 6.970 0.829 -7.630
C: 5.862 0.021 -7.833
C: 4.789 0.152 -6.967
H: 5.790 2.465 -4.925
H: 7.809 2.376 -6.387
H: 7.829 0.758 -8.286
H: 5.831 -0.693 -8.645
H: 3.898 -0.456 -7.087
N: -1.150 -4.079 4.387
C: -0.970 -5.072 5.267
C: -2.006 -5.780 5.852
C: -3.307 -5.442 5.511
C: -3.521 -4.417 4.603
C: -2.416 -3.773 4.073
H: 0.064 -5.298 5.505
H: -1.801 -6.576 6.556
H: -4.145 -5.973 5.947
H: -4.521 -4.124 4.312
H: -2.532 -2.968 3.358

Mulliken analysis output, partial charges in e: atom 1 (C): -0.69, atom 2 (C): -0.43, atom 3 (O): -0.35, atom 4 (P): 1.05, atom 5 (O): -0.84, atom 6 (C): -0.78, atom 7 (C): -1.33, atom 8 (C): 0.87, atom 9 (N): 0.24, atom 10 (C): -0.07, atom 11 (C): -0.70, atom 12 (B): 0.33, atom 13 (O): -0.53, atom 14 (O): -0.37, atom 15 (C): 0.24, atom 16 (C): -1.44, atom 17 (I): 0.18, atom 18 (C): -0.26, atom 19 (C): -0.99, atom 20 (I): 0.16, atom 21 (C): -0.40, atom 22 (Br): -0.15, atom 23 (O): -0.39, atom 24 (C): -0.20, atom 25 (C): 0.94, atom 26 (C): -1.29, atom 27 (C): 0.70, atom 28 (C): -1.36, atom 29 (C): -1.31, atom 30 (O): -0.30, atom 31 (C): 0.00, atom 32 (C): -1.41, atom 33 (H): 0.14, atom 34 (H): 0.45, atom 35 (H): 0.11, atom 36 (H): 0.32, atom 37 (H): 0.35, atom 38 (H): 0.36, atom 39 (H): 0.37, atom 40 (H): 0.39, atom 41 (H): 0.26, atom 42 (H): 0.59, atom 43 (H): 0.42, atom 44 (H): 0.42, atom 45 (H): -0.03, atom 46 (H): 0.33, atom 47 (H): 0.29, atom 48 (H): 0.78, atom 49 (H): 0.48, atom 50 (H): 0.35, atom 51 (H): 0.19, atom 52 (H): 0.53, atom 53 (H): 0.23, atom 54 (H): 0.00, atom 55 (H): 0.46, atom 56 (H): -0.75, atom 57 (H): 0.37, atom 58 (H): 0.41, atom 59 (H): 0.16, atom 60 (H): 0.31, atom 61 (H): 0.43, atom 62 (H): 0.27, atom 63 (H): 0.25, atom 64 (H): 0.29, atom 65 (H): 0.41, atom 66 (H): 0.23, atom 67 (H): 0.28, atom 68 (H): 0.43, atom 69 (H): 0.36, atom 70 (H): 0.33, atom 71 (H): 0.29, atom 72 (N): -0.08, atom 73 (C): -0.10, atom 74 (C): -0.80, atom 75 (C): -0.14, atom 76 (C): -0.78, atom 77 (C): 0.02, atom 78 (H): 0.45, atom 79 (H): 0.37, atom 80 (H): 0.38, atom 81 (H): 0.37, atom 82 (H): 0.33, atom 83 (N): -0.42, atom 84 (C): -0.31, atom 85 (C): -0.38, atom 86 (C): -0.44, atom 87 (C): -0.54, atom 88 (C): 0.43, atom 89 (H): 0.38, atom 90 (H): 0.37, atom 91 (H): 0.40, atom 92 (H): 0.43, atom 93 (H): 0.08



No. 2
ORCA calculation (the ωB97M-V functional and the def2-TZVPD basis) on 2 unconnected molecules or ions with the total composition C4H7NO.

Charge: 0
Energy above the lowest of the compared OMol25 structures with the same formula, charge and spin (kJ/mol): 533.1
Strongest force on any atom (eV Å⁻¹): 0.579
LUMO (eV): 0.7734
2S+1: 1
DFT total energy (eV): -7794.1191

Positions of all 13 atoms, in Å:
O: 1.848 -1.539 1.473
C: -0.235 0.928 -1.579
C: 0.360 -0.364 -1.082
C: -0.890 -0.148 -0.316
N: -0.603 0.731 0.816
C: -0.834 1.461 -0.426
H: 1.246 -0.881 1.848
H: 2.404 -1.017 0.884
H: 1.214 -0.375 -0.418
H: 0.419 -1.127 -1.849
H: -1.841 -0.662 -0.407
H: -1.436 0.852 1.393
H: -1.639 2.191 -0.471

Mulliken analysis output, partial charges in e: atom 1 (O): -0.66, atom 2 (C): -0.51, atom 3 (C): -0.07, atom 4 (C): 0.04, atom 5 (N): -0.47, atom 6 (C): -0.07, atom 7 (H): 0.33, atom 8 (H): 0.34, atom 9 (H): -0.13, atom 10 (H): 0.29, atom 11 (H): 0.38, atom 12 (H): 0.25, atom 13 (H): 0.29



No. 3
ORCA calculation (the ωB97M-V functional and the def2-TZVPD basis) on a molecular structure, C15H31BrP2Zn.

Charge: 0
Energy above the lowest of the compared OMol25 structures with the same formula, charge and spin (kJ/mol): 0.0
Strongest force on any atom (eV Å⁻¹): 3.129
LUMO (eV): 0.4277
2S+1: 1
DFT total energy (eV): -153092.7964

Positions of all 50 atoms, in Å:
P: 0.450 -0.401 -4.879
P: 1.706 2.923 -5.240
C: -0.016 1.014 -6.013
C: 1.223 1.715 -6.530
H: -0.591 1.704 -5.377
H: -0.694 0.766 -6.844
H: 1.998 0.944 -6.551
H: 1.171 2.224 -7.503
C: 0.239 3.530 -4.251
H: 0.552 4.468 -3.779
H: -0.032 2.801 -3.468
H: -0.636 3.722 -4.879
C: 2.195 4.253 -6.404
H: 2.489 3.817 -7.373
H: 3.048 4.821 -6.021
H: 1.324 4.902 -6.583
C: -0.380 -1.553 -6.151
H: -0.840 -2.419 -5.677
H: 0.379 -1.922 -6.852
H: -1.158 -1.082 -6.767
C: 2.036 -1.386 -4.974
H: 2.477 -1.431 -3.980
H: 2.789 -1.078 -5.709
H: 1.716 -2.410 -5.209
Zn: 2.429 1.683 -3.663
C: -2.277 -0.134 -2.831
C: -2.657 -0.485 -4.066
C: -3.143 -1.828 -4.455
C: -2.517 -3.044 -3.700
C: -1.044 -3.090 -3.426
C: -0.345 -2.639 -2.368
C: -0.764 -1.605 -1.327
C: -2.145 -0.974 -1.615
C: 2.619 0.504 -2.085
H: -1.948 0.882 -2.671
H: -2.596 0.248 -4.878
H: -2.995 -1.896 -5.553
H: -4.217 -1.969 -4.217
H: -3.103 -3.205 -2.785
H: -2.712 -3.926 -4.331
H: -0.404 -3.575 -4.180
H: 0.736 -2.876 -2.321
H: 0.018 -0.832 -1.381
H: -0.750 -1.982 -0.282
H: -2.895 -1.755 -1.628
H: -2.301 -0.335 -0.746
H: 3.460 0.914 -1.492
H: 2.872 -0.522 -2.438
H: 1.769 0.401 -1.394
Br: 3.766 3.701 -3.299

Mulliken analysis output, partial charges in e: atom 1 (P): 1.14, atom 2 (P): 1.39, atom 3 (C): -1.07, atom 4 (C): -1.03, atom 5 (H): 0.18, atom 6 (H): 0.51, atom 7 (H): 0.25, atom 8 (H): 0.53, atom 9 (C): -1.37, atom 10 (H): 0.40, atom 11 (H): 0.37, atom 12 (H): 0.43, atom 13 (C): -1.05, atom 14 (H): 0.40, atom 15 (H): 0.36, atom 16 (H): 0.35, atom 17 (C): -1.75, atom 18 (H): 0.41, atom 19 (H): 0.51, atom 20 (H): 0.39, atom 21 (C): -1.39, atom 22 (H): 0.14, atom 23 (H): 0.36, atom 24 (H): 0.45, atom 25 (Zn): -0.26, atom 26 (C): 0.00, atom 27 (C): -0.47, atom 28 (C): -0.72, atom 29 (C): -1.40, atom 30 (C): -0.17, atom 31 (C): -0.59, atom 32 (C): 0.25, atom 33 (C): -1.11, atom 34 (C): -0.89, atom 35 (H): 0.28, atom 36 (H): 0.48, atom 37 (H): 0.36, atom 38 (H): 0.40, atom 39 (H): 0.52, atom 40 (H): 0.35, atom 41 (H): 0.70, atom 42 (H): 0.31, atom 43 (H): -0.35, atom 44 (H): 0.44, atom 45 (H): 0.34, atom 46 (H): 0.47, atom 47 (H): 0.37, atom 48 (H): 0.17, atom 49 (H): 0.27, atom 50 (Br): -0.64